ORCA calculation (wB97M-V/def2-TZVPD) on one molecule with the formula C5H13N3O.

Values from the calculation:
E_tot   -11907.9318 eV
Energy above the lowest of the compared OMol25 structures with the same formula, charge and spin   0.000 eV
HOMO energy (spin up / spin down)   -6.9 / -8.7 eV
Frontier orbital gap (spin up / spin down)   7.73 / 8.47 eV
Spin multiplicity   3
⟨S²⟩   2.007
Total charge   0

```
22
Properties=species:S:1:pos:R:3:forces:R:3:lowdin_spin:R:1
C -1.8014 0.1529 -0.2808 2.2395 -2.1764 0.4801 0.5915
C -2.9977 -0.6036 -0.6439 1.1361 -1.6280 5.4944 0.0764
C 2.7114 0.7455 -0.8041 -0.7692 -1.9341 2.0568 0.0041
C 1.4359 -0.2063 -0.7063 0.0417 -0.1062 -0.7487 0.0279
C 0.7413 -0.0749 0.6290 1.0404 -0.8764 1.4247 0.0355
N -1.9149 1.4364 0.0250 1.5636 1.4050 -0.4720 0.1480
N 1.6421 -0.7154 1.5703 -0.0340 2.4740 2.3422 -0.0007
N -0.6242 -0.7443 0.6126 -1.4680 1.4295 -1.8833 0.4713
O -0.6840 -2.0114 0.4168 0.3965 1.1429 0.2922 0.5395
H -3.5955 -0.8224 0.4014 0.9498 0.2372 -2.4692 0.0454
H -2.6626 -1.5027 -1.0672 -0.1129 -1.5406 -0.4710 0.0101
H -3.5373 -0.0372 -1.2673 -2.2753 1.9160 -2.2988 0.0008
H 2.6809 1.5614 -0.0570 -0.6253 0.2041 -0.9368 0.0003
H 2.9902 0.9997 -1.7975 0.0333 0.5430 -0.6916 0.0007
H 3.5367 0.2030 -0.3330 0.0675 -0.3503 -0.4608 0.0005
H 0.6149 0.0192 -1.3481 -0.2317 0.8960 -1.4969 0.0086
H 1.5818 -1.3189 -0.9831 0.3389 1.6753 0.8911 0.0022
H 0.6956 1.0232 1.0190 -0.5269 -1.8768 -1.1392 0.0008
H -2.6562 1.7061 0.6079 -1.0573 0.8573 0.7167 0.0232
H -1.2085 2.1200 -0.2531 -0.5081 -0.4219 0.5560 0.0138
H 1.4826 -0.2523 2.4824 0.3741 -0.5547 -0.5627 0.0008
H 1.5689 -1.6779 1.7771 -0.5726 -1.3150 -0.6232 -0.0009
```
Forces are in eV/Å.